1.
The following is a DFT calculation (wB97M-V/def2-TZVPD) of 15 unconnected molecules or ions with the total composition C89H198N15O15 at a distorted geometry.

Properties
HOMO in eV: -15.2
Gap between HOMO and LUMO in eV: 7.915
Total charge: +5

Structure (XYZ):
```
317
C89H198N15O15, DFT wB97M-V/def2-TZVPD
C -2.62233 6.52896 -9.21419
C -2.14909 5.54852 -8.15213
C -0.79736 4.99637 -8.49041
N -0.16638 4.12213 -7.43646
C -0.19676 4.79306 -6.13550
C -0.96036 2.72327 -7.27988
C -0.01659 1.58567 -7.60469
C 1.38211 2.22832 -7.46733
C 1.17561 3.69964 -7.82483
H -2.44112 6.14559 -10.23557
H -2.10539 7.51014 -9.22121
H -3.69964 6.67969 -9.11885
H -2.84173 4.72707 -7.91718
H -2.07816 6.11863 -7.22384
H -0.11798 5.86435 -8.56662
H -0.73098 4.50025 -9.45689
H 0.50540 4.32570 -5.43731
H -1.24356 4.73445 -5.78442
H 0.04996 5.84980 -6.22482
H -1.19844 2.69694 -6.21659
H -1.83070 2.76055 -7.92257
H -0.19902 0.76028 -6.93920
H -0.16940 1.22230 -8.63241
H 1.75949 2.25432 -6.46877
H 2.13500 1.73004 -8.11870
H 1.86365 4.42866 -7.47272
H 1.18958 3.76512 -8.92284
C -1.26914 8.29137 3.57997
C -1.07380 7.21005 2.55184
C -0.83275 7.80971 1.12839
N -0.38809 6.87217 0.11131
C -1.22294 5.66870 0.00396
C 1.08711 6.54211 0.20760
C 1.53831 6.16367 -1.21555
C 0.50349 6.79001 -2.20053
C -0.45604 7.50978 -1.29318
H -1.48654 7.87065 4.57174
H -2.10173 8.95390 3.26373
H -0.36841 8.95529 3.66593
H -1.96920 6.57752 2.48875
H -0.25335 6.56678 2.79974
H -0.08591 8.60334 1.23413
H -1.75626 8.27159 0.80116
H -2.24396 5.95436 0.05939
H -1.12222 5.09518 0.91760
H -0.99153 5.10724 -0.87646
H 1.31026 5.70620 0.90082
H 1.64402 7.47951 0.42348
H 1.62744 5.08424 -1.37938
H 2.47818 6.66777 -1.31664
H 0.02621 5.96258 -2.76667
H 0.95661 7.44350 -2.97873
H -1.49811 7.57459 -1.55552
H -0.07199 8.51516 -1.14168
C -2.51489 -0.97074 -7.25032
C -3.24371 -1.35639 -5.97014
C -4.11247 -0.19185 -5.54544
N -5.03312 -0.35946 -4.32641
C -4.32419 -0.76894 -3.14352
C -6.22129 -1.17840 -4.59698
C -7.13163 -0.70964 -3.47133
C -7.00478 0.83149 -3.46760
C -5.68374 1.02455 -4.14306
H -2.18089 0.08532 -7.38097
H -3.09437 -1.26752 -8.12025
H -1.56772 -1.51334 -7.37425
H -2.45610 -1.45498 -5.17014
H -3.80595 -2.29632 -6.02175
H -4.70313 0.04421 -6.43056
H -3.50012 0.67405 -5.26665
H -3.64308 0.01516 -2.86310
H -3.81063 -1.69978 -3.28813
H -5.02031 -0.91232 -2.33416
H -5.92048 -2.23856 -4.52972
H -6.70742 -0.91571 -5.52039
H -6.81967 -1.08837 -2.50290
H -8.13527 -1.12661 -3.64224
H -7.00243 1.27168 -2.46512
H -7.87267 1.21626 -4.01881
H -5.01495 1.59308 -3.52592
H -5.78030 1.53794 -5.08792
C -8.37967 -3.59808 -0.17540
C -7.62435 -4.18970 1.03911
C -6.81579 -3.03585 1.69160
N -5.97541 -3.41046 2.88743
C -6.74638 -3.82746 4.01781
C -4.82137 -4.35503 2.56720
C -3.64792 -3.97341 3.52720
C -3.83454 -2.49829 3.79322
C -5.23510 -2.13673 3.26118
H -7.63835 -3.18139 -0.90957
H -9.04225 -2.73788 0.12282
H -8.91973 -4.41069 -0.68017
H -7.02561 -5.02010 0.67686
H -8.26719 -4.60562 1.79006
H -7.54218 -2.30242 2.04578
H -6.09641 -2.61247 0.97429
H -7.62465 -3.18911 4.04944
H -6.23071 -3.72963 4.98110
H -7.10850 -4.84247 3.90781
H -5.18891 -5.35266 2.57243
H -4.59096 -4.15886 1.54499
H -3.56467 -4.51199 4.46628
H -2.73720 -4.14104 2.90800
H -3.69096 -2.26556 4.88555
H -3.06901 -1.89614 3.31620
H -5.85601 -1.48459 3.88514
H -5.14912 -1.69707 2.27376
C 2.36714 -0.12835 5.78410
C 3.64962 0.57402 5.46085
C 3.92734 0.43090 3.99197
N 5.07775 1.16492 3.46573
C 4.63879 2.59649 3.08844
C 5.46934 0.48284 2.17746
C 6.88292 1.05700 1.93062
C 7.50974 1.12354 3.34086
C 6.26429 1.11646 4.33433
H 2.46000 -1.18567 5.47038
H 1.58927 0.31689 5.19096
H 2.30897 -0.19822 6.87083
H 4.40890 0.12573 6.13728
H 3.66820 1.63943 5.82251
H 3.04781 0.70749 3.44929
H 4.11686 -0.61811 3.85734
H 4.22394 3.11087 3.93631
H 3.89392 2.51621 2.30760
H 5.40055 3.20225 2.70512
H 4.72612 0.70824 1.46199
H 5.47768 -0.59703 2.31806
H 6.72652 2.04528 1.47534
H 7.39884 0.38781 1.25691
H 8.05819 2.04092 3.47804
H 8.17408 0.32242 3.63594
H 6.19939 1.89369 5.10215
H 6.05428 0.12874 4.78227
C 4.39239 -5.82724 1.87335
C 5.75207 -5.22825 1.71173
C 6.06635 -5.07938 0.22542
N 7.39871 -4.50730 -0.20268
C 7.59654 -3.11991 0.23844
C 8.51295 -5.42059 0.30492
C 9.69830 -5.13726 -0.53647
C 9.15481 -4.75034 -1.93482
C 7.65685 -4.61664 -1.71335
H 4.28052 -6.80562 1.41422
H 3.59663 -5.16782 1.54621
H 4.24353 -5.95255 2.93942
H 6.54754 -5.81738 2.15243
H 5.81793 -4.21862 2.14863
H 5.27528 -4.45427 -0.17678
H 6.00136 -6.00298 -0.33781
H 7.07700 -2.47050 -0.48788
H 8.65641 -2.86749 0.18911
H 7.26085 -2.98574 1.29840
H 8.61471 -5.31664 1.38921
H 8.11556 -6.42194 0.13791
H 10.24845 -4.29131 -0.12759
H 10.36085 -6.01840 -0.48164
H 9.59942 -3.88627 -2.45621
H 9.26659 -5.56766 -2.65464
H 7.11034 -3.83142 -2.23584
H 7.15381 -5.54930 -1.94369
C 4.59665 2.73405 -1.38350
C 5.66138 2.30758 -2.32957
C 5.13670 1.42546 -3.42415
N 6.04489 0.87240 -4.41839
C 5.40600 0.68903 -5.69887
C 6.69485 -0.38197 -3.90191
C 8.21243 -0.28059 -4.04788
C 8.40749 1.26331 -3.94274
C 7.18790 1.84561 -4.69391
H 3.81850 3.33490 -1.84975
H 5.07219 3.42968 -0.65727
H 4.17547 1.83734 -0.88973
H 6.39797 1.82303 -1.72379
H 6.20356 3.22953 -2.62546
H 4.41796 2.05146 -3.98344
H 4.55037 0.59481 -2.97489
H 6.06545 0.17166 -6.40928
H 5.18288 1.73062 -6.06262
H 4.46407 0.16342 -5.62658
H 6.17811 -1.16387 -4.44774
H 6.37421 -0.47061 -2.83639
H 8.53822 -0.61977 -5.00854
H 8.66788 -0.90899 -3.30335
H 9.32324 1.56609 -4.42924
H 8.41548 1.53571 -2.87222
H 7.41266 1.94365 -5.75548
H 6.83779 2.83529 -4.41043
C -4.73285 -5.31162 -1.35135
C -4.18613 -6.66696 -0.88418
C -2.81555 -6.63034 -0.13819
C -2.24718 -8.05915 -0.09796
N -0.82431 -8.18910 0.45780
C 0.09261 -7.42960 -0.45966
C 1.28794 -8.44285 -0.55337
C 0.63732 -9.78781 -0.63449
C -0.40975 -9.62606 0.44461
C -0.83623 -7.66549 1.86980
C 0.51091 -7.38255 2.46114
C 0.19348 -6.58433 3.77498
H -4.02565 -4.77696 -1.97925
H -5.03952 -4.72026 -0.47651
H -5.59100 -5.54584 -1.98709
H -4.15456 -7.32401 -1.77156
H -5.01585 -7.08098 -0.27245
H -3.07500 -6.20900 0.84651
H -2.16245 -5.96974 -0.74996
H -2.16584 -8.47946 -1.08253
H -2.95439 -8.65552 0.44717
H 0.44747 -6.48394 0.01797
H -0.44909 -7.26757 -1.36481
H 1.98831 -8.38466 0.28012
H 1.82844 -8.27648 -1.48598
H 1.29775 -10.67897 -0.48995
H 0.10274 -9.98336 -1.56381
H 0.02631 -9.85918 1.42229
H -1.33264 -10.23830 0.36494
H -1.19650 -8.47271 2.54085
H -1.47928 -6.79637 1.82331
H 1.12673 -6.71403 1.88866
H 1.06829 -8.28768 2.64307
H -0.55671 -7.10712 4.40402
H -0.26615 -5.61454 3.59805
H 1.04478 -6.33650 4.41451
C -3.44656 3.16556 11.66419
C -3.07760 4.00751 10.43910
C -3.60935 3.45799 9.15316
C -3.05166 4.32030 8.01048
N -3.53015 3.87624 6.63195
C -3.23880 4.96610 5.62290
C -1.80204 4.80790 5.24373
C -1.60215 3.28745 5.23503
C -2.79455 2.72575 6.05027
C -5.01073 3.55045 6.65102
C -5.96764 4.68245 7.06908
C -7.43734 4.19862 6.74547
H -2.75243 3.22710 12.47975
H -3.48704 2.11766 11.38566
H -4.37014 3.49351 12.15092
H -1.95520 4.06209 10.22119
H -3.41491 5.05948 10.53134
H -4.69364 3.43872 9.28635
H -3.28708 2.43984 8.92775
H -1.97634 4.30710 7.96653
H -3.35315 5.35964 8.08757
H -3.95931 4.75280 4.83496
H -3.45949 5.94455 6.08370
H -1.53763 5.31769 4.31949
H -1.19747 5.33673 6.00171
H -1.57180 2.88860 4.22132
H -0.62330 3.08567 5.62047
H -3.55434 2.30308 5.41215
H -2.49682 1.96951 6.75392
H -5.12700 2.67169 7.25956
H -5.25387 3.31860 5.60711
H -5.74098 5.62365 6.52807
H -5.86651 4.89398 8.14838
H -8.15735 5.02317 6.86359
H -7.72544 3.34959 7.38869
H -7.45905 3.81762 5.69982
C 0.22500 -3.03116 2.57434
C 0.95681 -1.85605 1.86220
C 0.14070 -1.43966 0.58518
C 0.85627 -0.18973 0.07263
N 0.03459 0.48873 -1.02377
C -0.05126 -0.46274 -2.17651
C -0.15307 0.48424 -3.39371
C 0.96199 1.44461 -3.05701
C 0.78657 1.70954 -1.53745
C -1.35159 0.83887 -0.40776
C -1.35884 1.77415 0.84964
C -2.80625 2.18834 1.13262
H 0.81924 -3.35326 3.44994
H 0.18217 -3.90068 1.90549
H -0.81982 -2.79529 2.86098
H 1.94036 -2.21101 1.56414
H 1.07553 -0.98757 2.52724
H -0.91355 -1.30454 0.91495
H 0.17183 -2.22476 -0.20805
H 1.83886 -0.44374 -0.36215
H 0.98452 0.58723 0.79913
H -0.82975 -1.21952 -2.06638
H 0.86293 -1.06894 -2.22546
H -1.12468 0.90809 -3.25861
H 0.02936 -0.01938 -4.34645
H 0.91961 2.37732 -3.64613
H 1.90668 0.93351 -3.20437
H 0.16314 2.54564 -1.21961
H 1.73440 1.75256 -1.04065
H -1.87882 -0.06581 -0.09913
H -1.80163 1.35695 -1.23294
H -0.69854 2.59558 0.65675
H -1.00250 1.26088 1.75415
H -2.84758 2.69541 2.11982
H -3.56406 1.42316 1.11742
H -3.22602 2.88683 0.36031
N -2.43363 3.47132 -3.21611
O -1.43803 4.20991 -3.29389
O -2.97029 3.29101 -2.05273
O -2.89346 2.91658 -4.24454
N 1.34774 3.08736 2.36877
O 0.65205 3.97067 2.97456
O 1.98765 3.40570 1.30241
O 1.33829 1.89516 2.81243
N -3.24901 -2.61233 -0.05361
O -4.09364 -1.72801 0.34199
O -3.10063 -2.74851 -1.27631
O -2.60456 -3.33788 0.77353
N 1.78536 -1.70959 -4.92237
O 1.27587 -2.71187 -4.30741
O 1.19413 -1.18791 -5.93588
O 2.87910 -1.19699 -4.54974
N 4.80931 -1.57786 -0.47176
O 5.18452 -0.36857 -0.45088
O 4.34051 -2.12884 0.59588
O 4.91085 -2.26429 -1.51538
```

2.
The following is a DFT calculation (wB97M-V/def2-TZVPD) of a molecular structure, C8AsF30N3O18S8Zr at a distorted geometry.

Properties
HOMO in eV: -4.7
Gap between HOMO and LUMO in eV: 8.089
Total charge: -2

Structure (XYZ):
```
69
C8AsF30N3O18S8Zr, DFT wB97M-V/def2-TZVPD
Zr 0.07049 -10.73537 -13.85188
As 0.78601 -9.68916 -10.13566
F 2.50598 -10.21535 -9.87407
F 0.76216 -9.84468 -11.96666
F -0.92519 -9.21253 -10.42878
F 0.54346 -9.52360 -8.33377
F 1.42599 -8.05153 -10.23492
F 0.30323 -11.41679 -10.21766
C -6.15591 -12.74612 -10.29132
F -7.48587 -12.52708 -9.96226
F -5.67518 -13.73616 -9.47418
F -6.03437 -13.14584 -11.55071
S -5.10652 -11.14013 -10.00109
O -5.28714 -10.66447 -8.61925
O -3.74426 -11.54149 -10.25392
N -5.92315 -10.13670 -11.22852
S -4.77392 -9.60398 -12.05491
O -3.82037 -8.80435 -11.27093
O -4.18661 -10.55485 -13.00025
C -5.68013 -8.36711 -13.20327
F -4.84251 -7.60463 -13.89914
F -6.37887 -9.08548 -14.08185
F -6.43934 -7.59537 -12.52637
C -1.36443 -13.13484 -17.16263
F -2.05581 -13.71086 -16.17997
F -0.12760 -13.56497 -17.30670
F -2.03482 -13.22612 -18.28239
S -1.34270 -11.21832 -16.56228
O -1.82784 -10.39183 -17.64788
O -1.87465 -11.19880 -15.22993
N 0.27812 -10.93016 -15.90180
S 1.16766 -10.77614 -17.28437
O 2.54994 -11.09664 -16.96720
O 0.71327 -11.33521 -18.53702
C 1.14844 -8.94242 -17.73434
F 1.98604 -8.57607 -18.71637
F -0.08178 -8.48669 -18.07367
F 1.56867 -8.28292 -16.74275
C -2.80696 -13.88758 -13.18313
F -2.13829 -14.85174 -13.83018
F -3.45386 -13.09316 -14.04022
F -3.69955 -14.38677 -12.31501
S -1.41880 -12.85951 -12.22080
O -1.64020 -11.37757 -12.34058
O -1.25256 -13.42767 -10.90178
N -0.02551 -12.70655 -13.26746
S 0.79709 -13.99888 -12.66543
O 1.90919 -13.42455 -11.91124
O 0.18217 -15.24766 -12.16190
C 1.59524 -14.57998 -14.35147
F 2.47282 -15.59649 -14.02237
F 0.61955 -15.15169 -15.08806
F 2.19715 -13.62472 -15.09713
C 4.22139 -9.09094 -14.19870
F 3.43817 -8.31178 -13.43864
F 4.14313 -8.83248 -15.49528
F 5.50099 -9.03818 -13.91413
S 3.64726 -10.95322 -13.81747
O 4.29548 -11.85609 -14.77898
O 4.08194 -11.20345 -12.45771
O 2.15531 -10.94390 -13.97775
C -0.61004 -6.35441 -13.27594
F 0.11535 -6.50949 -12.20736
F -1.90098 -6.06578 -13.00240
F -0.11436 -5.41884 -14.08580
S -0.67263 -7.98373 -14.31361
O -1.10057 -7.69587 -15.69641
O 0.69119 -8.61207 -14.31783
O -1.34124 -9.14121 -13.62536
```

3.
The following is a DFT calculation (wB97M-V/def2-TZVPD) of a molecular structure, C8AuCl7GeO6.

Properties
HOMO (alpha / beta) in eV: -5.1 / -6.6
Gap between HOMO and LUMO (alpha / beta) in eV: 7.337 / 6.991
Total charge: -1
Multiplicity: 4

Structure (XYZ):
```
23
C8AuCl7GeO6, DFT wB97M-V/def2-TZVPD
Au -1.27280 0.78727 0.01851
O -0.92352 5.40043 -0.02771
C -0.93344 4.21486 -0.01096
O -0.29843 3.19096 0.04345
C -2.92814 3.57217 -0.14299
O -3.66160 4.50487 -0.16214
O -2.95017 2.33742 -0.18857
Cl 3.58845 -4.40363 -0.17689
C 2.83795 -2.85240 -0.09421
C 3.66446 -1.68381 0.03507
Cl 5.37742 -1.88000 0.10367
C 3.11171 -0.44009 0.10189
Cl 4.05972 0.98433 0.25153
C 1.68365 -0.26508 0.04659
O 1.13220 0.85258 0.09303
C 0.84891 -1.46180 -0.07702
O -0.40293 -1.33514 -0.11966
C 1.47833 -2.74438 -0.15045
Cl 0.44628 -4.10880 -0.30339
Cl -3.41686 -1.85824 -1.65607
Ge -3.22051 -0.71165 0.17177
Cl -5.20055 0.08857 0.49864
Cl -3.02010 -2.18844 1.74591
```

4.
The following is a DFT calculation (wB97M-V/def2-TZVPD) of a molecular structure, C8CaF24N4O16S8 at a distorted geometry.

Properties
HOMO in eV: -5.1
Gap between HOMO and LUMO in eV: 9.383
Total charge: -2
ΔE to the lowest compared entry with this formula, charge and spin in kcal/mol: 0.00

Structure (XYZ):
```
61
C8CaF24N4O16S8, DFT wB97M-V/def2-TZVPD
Ca -0.35357 -0.35729 -0.24075
C 3.51908 -0.46680 2.46970
F 2.84760 -1.58178 2.66757
F 3.07442 0.46777 3.31740
F 4.81563 -0.65028 2.70703
S 3.28813 0.13418 0.71395
O 4.43793 -0.34394 0.02087
O 1.99101 -0.34852 0.27934
N 3.32887 1.79917 0.92816
S 3.10968 2.36445 -0.55633
O 4.29666 2.33286 -1.36922
O 1.85553 1.97205 -1.17450
C 2.78868 4.20531 -0.22543
F 2.08658 4.65670 -1.26049
F 2.15253 4.42863 0.91617
F 3.94646 4.87976 -0.19588
C -2.09038 0.01888 3.89352
F -2.67350 0.97550 3.19350
F -1.76919 0.46660 5.10814
F -2.93327 -0.99359 4.04942
S -0.48201 -0.50948 3.05098
O 0.03060 0.71077 2.45877
O 0.35260 -1.09358 4.05566
N -0.94219 -1.51301 1.75329
S -0.76311 -3.01099 2.31292
O 0.53956 -3.55393 2.09212
O -1.42362 -3.19247 3.57858
C -1.84074 -3.90360 1.08641
F -3.13228 -3.67792 1.33126
F -1.51838 -3.63091 -0.16652
F -1.65259 -5.21976 1.28644
C 3.09492 -2.00258 -2.88844
F 2.97697 -0.71082 -3.15709
F 3.32404 -2.68070 -4.01144
F 4.10806 -2.18731 -2.06517
S 1.49220 -2.67648 -2.09749
O 1.09654 -3.82360 -2.86256
O 1.78424 -2.92424 -0.71284
N 0.38735 -1.35308 -2.15014
S -0.21804 -1.44343 -3.64437
O 0.77156 -1.77172 -4.64565
O -1.46155 -2.15659 -3.71712
C -0.54776 0.35226 -4.12578
F -1.61425 0.82597 -3.48116
F 0.50258 1.09754 -3.80000
F -0.74082 0.40656 -5.43551
C -4.37771 -0.10906 0.55248
F -4.63509 0.96464 1.29889
F -3.72363 -0.98522 1.27907
F -5.54475 -0.58141 0.11999
S -3.36066 0.41898 -0.93991
O -2.73197 -0.80665 -1.38567
O -4.18059 1.18149 -1.82038
N -1.99108 1.25345 -0.29783
S -2.31333 2.82454 -0.42421
O -1.97123 3.38492 -1.70678
O -3.58161 3.23483 0.11937
C -1.06736 3.57458 0.75227
F -0.02522 2.78451 0.94821
F -0.67910 4.75491 0.28103
F -1.65942 3.78888 1.93616
```

5.
The following is a DFT calculation (wB97M-V/def2-TZVPD) of C8H10 in the gas phase at a distorted geometry.

Properties
SMILES string: C#CC1=CCCCC1
HOMO in eV: -8.6
Gap between HOMO and LUMO in eV: 9.588
ΔE to the lowest compared entry with this formula, charge and spin in kcal/mol: 55.23

Structure (XYZ):
```
18
C8H10, DFT wB97M-V/def2-TZVPD
C -1.66733 -0.20788 3.39328
C -0.86350 0.03502 2.48007
C -0.06604 0.24784 1.32153
C -0.62666 0.16602 0.07487
C 0.12908 0.43320 -1.17873
C 1.29909 1.35640 -0.91714
C 2.16552 0.75963 0.17542
C 1.41455 0.58452 1.53116
H -2.36162 -0.40119 4.17005
H -1.68943 -0.08449 -0.01249
H 0.43099 -0.52400 -1.56925
H -0.52318 0.94284 -1.86632
H 0.97233 2.39484 -0.59405
H 1.86322 1.46707 -1.84366
H 3.07256 1.37860 0.38050
H 2.50836 -0.22946 -0.18927
H 1.58441 1.47633 2.14656
H 1.88282 -0.27013 2.02264
```